(1)
{"formula": "C3H9O", "method": "ωB97M-V with the def2-TZVPD basis set", "species": ["O", "H", "C", "C", "C", "H", "H", "H", "H", "H", "H", "H", "H"], "xyz": [[-0.69, 1.06, -3.07], [-0.26, 0.55, -3.77], [1.28, 0.08, 1.10], [-0.10, 0.40, 0.55], [-0.95, -0.81, 0.25], [1.86, -0.51, 0.38], [1.16, -0.52, 2.00], [1.87, 0.98, 1.29], [-0.07, 1.05, -0.33], [-0.60, 1.06, 1.28], [-1.95, -0.51, -0.06], [-0.57, -1.27, -0.67], [-0.97, -1.56, 1.05]], "nbo_charge": [-1.376, 0.383, -0.599, -0.411, -0.613, 0.198, 0.178, 0.197, 0.265, 0.162, 0.221, 0.226, 0.168], "homo_lumo_gap_ev": 6.12, "mol_weight_g_mol": 61.1, "total_charge": -1}

(2)
{"formula": "C3H9O", "method": "ωB97M-V with the def2-TZVPD basis set", "species": ["O", "H", "C", "C", "C", "H", "H", "H", "H", "H", "H", "H", "H"], "xyz": [[-2.17, -1.30, 1.62], [-1.91, -2.22, 1.73], [0.29, 0.26, 0.66], [0.80, -0.07, -0.77], [1.18, 1.20, -1.57], [-0.74, -0.16, 0.70], [0.16, 1.34, 0.74], [0.88, -0.24, 1.42], [0.06, -0.66, -1.29], [1.68, -0.72, -0.66], [1.14, 1.10, -2.66], [0.38, 1.91, -1.37], [2.19, 1.54, -1.34]], "nbo_charge": [-1.356, 0.387, -0.663, -0.396, -0.609, 0.326, 0.173, 0.197, 0.198, 0.172, 0.184, 0.198, 0.190], "homo_lumo_gap_ev": 6.11, "mol_weight_g_mol": 61.1, "total_charge": -1}

Least stable: (2)

(1)
{"formula": "C2H3N3", "method": "ωB97M-V with the def2-TZVPD basis set", "species": ["N", "N", "C", "C", "N", "H", "H", "H"], "xyz": [[1.32, 0.09, -0.23], [0.54, 1.09, 0.18], [-0.69, 0.67, 0.21], [-0.72, -0.77, -0.16], [0.50, -1.20, -0.38], [2.13, 0.08, 0.41], [-1.42, 1.45, 0.47], [-1.64, -1.37, -0.22]], "nbo_charge": [-0.260, -0.206, -0.097, -0.048, -0.239, 0.399, 0.223, 0.227], "smiles": "c1cn[nH]n1", "homo_lumo_gap_ev": 11.11, "mol_weight_g_mol": 69.1, "total_charge": 0}

(2)
{"formula": "C2H3N3", "method": "ωB97M-V with the def2-TZVPD basis set", "species": ["C", "C", "N", "N", "N", "H", "H", "H"], "xyz": [[-0.48, -1.41, 0.02], [-0.52, -0.03, 0.68], [-0.21, -2.37, -0.52], [0.97, 0.75, -1.00], [0.25, 1.00, -0.03], [-1.57, 0.58, 0.75], [0.10, -0.09, 1.58], [1.46, 1.56, -1.47]], "nbo_charge": [0.240, -0.370, -0.292, -0.328, -0.128, 0.275, 0.264, 0.339], "smiles": "[H]/N=N/CC#N", "homo_lumo_gap_ev": 10.03, "mol_weight_g_mol": 69.1, "total_charge": 0}

(3)
{"formula": "C2H3N3", "method": "ωB97M-V with the def2-TZVPD basis set", "species": ["C", "C", "H", "H", "H", "N", "N", "N"], "xyz": [[0.00, -0.09, -0.44], [0.32, 0.44, 0.87], [-1.84, -0.67, 0.26], [-1.42, -1.20, -1.36], [0.57, -0.34, -2.27], [-1.17, -0.79, -0.51], [0.87, 0.06, -1.37], [0.41, 0.74, 1.99]], "nbo_charge": [0.321, 0.229, 0.410, 0.400, 0.335, -0.799, -0.632, -0.264], "smiles": "[H]/N=C(\\N)C#N", "homo_lumo_gap_ev": 10.87, "mol_weight_g_mol": 69.1, "total_charge": 0}

(4)
{"formula": "C2H3N3", "method": "ωB97M-V with the def2-TZVPD basis set", "species": ["N", "N", "C", "C", "N", "H", "H", "H"], "xyz": [[-0.46, 0.66, 0.93], [-1.24, 0.07, 0.04], [-0.38, -0.52, -0.78], [0.92, -0.26, -0.32], [0.84, 0.50, 0.78], [-0.84, 1.21, 1.68], [-0.71, -1.09, -1.63], [1.88, -0.56, -0.71]], "nbo_charge": [-0.158, -0.233, -0.109, -0.109, -0.233, 0.405, 0.219, 0.219], "smiles": "c1cn[nH]n1", "homo_lumo_gap_ev": 11.48, "mol_weight_g_mol": 69.1, "total_charge": 0}

Least stable: (2)

(1)
{"formula": "C4HNO", "method": "ωB97M-V with the def2-TZVPD basis set", "species": ["C", "C", "C", "C", "H", "N", "O"], "xyz": [[0.52, -0.15, -0.15], [-0.53, -1.09, 0.28], [-1.48, -1.84, 0.28], [0.15, 1.29, 0.03], [-2.04, -2.79, 0.41], [-0.37, 2.37, 0.24], [1.59, -0.38, -0.58]], "nbo_charge": [0.449, -0.138, -0.094, 0.166, 0.263, -0.234, -0.412], "smiles": "C#CC(=O)C#N", "homo_lumo_gap_ev": 10.52, "mol_weight_g_mol": 79.1, "total_charge": 0}

(2)
{"formula": "C4HNO", "method": "ωB97M-V with the def2-TZVPD basis set", "species": ["O", "C", "C", "C", "C", "N", "H"], "xyz": [[1.92, -0.33, 1.55], [0.78, -0.69, 1.40], [-0.01, -0.22, 0.27], [-0.54, 0.27, -0.71], [-1.04, 0.89, -1.84], [-1.39, 1.45, -2.79], [0.28, -1.38, 2.11]], "nbo_charge": [-0.440, 0.348, 0.015, -0.066, 0.207, -0.215, 0.151], "smiles": "N#CC#CC=O", "homo_lumo_gap_ev": 10.10, "mol_weight_g_mol": 79.1, "total_charge": 0}

(3)
{"formula": "C4HNO", "method": "ωB97M-V with the def2-TZVPD basis set", "species": ["O", "C", "C", "C", "C", "N", "H"], "xyz": [[-0.81, -2.13, 0.46], [-1.08, -1.04, 0.29], [0.38, 0.81, -0.21], [1.57, 0.56, -0.17], [-1.76, 0.18, 0.05], [-0.93, 1.14, -0.25], [2.63, 0.48, -0.17]], "nbo_charge": [-0.361, 0.735, 0.086, -0.251, -0.090, -0.368, 0.249], "smiles": "C#CN=C=C=O", "homo_lumo_gap_ev": 8.12, "mol_weight_g_mol": 79.1, "total_charge": 0}

Least stable: (3)

(1)
{"formula": "C5H8S", "method": "ωB97M-V with the def2-TZVPD basis set", "species": ["C", "C", "C", "C", "C", "S", "H", "H", "H", "H", "H", "H", "H", "H"], "xyz": [[3.15, -0.01, 0.10], [2.57, -0.63, 0.92], [-0.20, -0.67, -0.67], [-1.10, 1.68, 1.30], [-1.08, -1.42, -1.27], [-0.52, 0.12, 1.10], [3.50, 0.70, -0.60], [1.90, -1.01, 1.64], [0.60, -0.13, -1.17], [-1.63, 2.13, 0.55], [-0.44, 2.40, 1.80], [-1.10, -1.56, -2.36], [-1.98, -1.76, -0.87], [-1.69, -0.50, 1.28]], "nbo_charge": [-0.243, -0.231, -0.326, -0.937, -0.411, 0.576, 0.234, 0.237, 0.216, 0.195, 0.215, 0.211, 0.197, 0.067], "homo_lumo_gap_ev": 8.54, "mol_weight_g_mol": 100.2, "total_charge": 0}

(2)
{"formula": "C5H8S", "method": "ωB97M-V with the def2-TZVPD basis set", "species": ["C", "C", "C", "C", "C", "H", "H", "H", "H", "H", "H", "H", "H", "S"], "xyz": [[0.90, -0.02, -1.38], [-0.09, -0.87, -0.52], [-0.01, -0.72, 0.93], [-0.07, 0.61, 1.42], [-0.08, 1.83, 1.72], [1.05, -0.48, -2.34], [1.83, 0.16, -0.94], [0.41, 0.98, -1.33], [-0.01, -1.94, -0.75], [-2.02, 0.30, -0.38], [-0.83, -1.30, 1.52], [0.93, -0.92, 1.35], [-0.26, 2.83, 2.00], [-1.76, -0.45, -1.29]], "nbo_charge": [-0.625, -0.269, -0.528, 0.004, -0.261, 0.222, 0.206, 0.227, 0.221, 0.093, 0.250, 0.256, 0.240, -0.035], "smiles": "C#CC[C@H](C)S", "homo_lumo_gap_ev": 9.94, "mol_weight_g_mol": 100.2, "total_charge": 0}

Least stable: (1)

(1)
{"formula": "C5H8S", "method": "ωB97M-V with the def2-TZVPD basis set", "species": ["C", "C", "C", "C", "C", "H", "H", "H", "H", "H", "H", "H", "H", "S"], "xyz": [[1.87, 0.57, -1.06], [1.12, -0.37, -0.47], [-0.33, 0.01, -0.12], [-0.76, 0.83, 1.19], [-1.28, -1.19, 0.10], [1.54, 1.59, -1.18], [2.90, 0.36, -1.41], [1.56, -1.32, -0.11], [-0.61, 0.51, -1.03], [-0.92, 1.94, 0.96], [-0.15, 0.62, 2.06], [-0.84, -1.93, 0.77], [-1.82, -1.53, -0.86], [-2.28, -0.08, 1.14]], "nbo_charge": [-0.385, -0.187, -0.266, -0.537, -0.513, 0.192, 0.200, 0.207, 0.219, 0.225, 0.214, 0.211, 0.230, 0.188], "homo_lumo_gap_ev": 9.49, "mol_weight_g_mol": 100.2, "total_charge": 0}

(2)
{"formula": "C5H8S", "method": "ωB97M-V with the def2-TZVPD basis set", "species": ["C", "C", "C", "C", "C", "S", "H", "H", "H", "H", "H", "H", "H", "H"], "xyz": [[1.31, 0.95, 2.01], [0.78, -0.05, 2.42], [0.11, 0.05, -1.56], [-2.36, -0.44, -0.84], [-1.02, -0.69, -0.78], [-0.38, -1.92, 0.27], [1.93, 1.75, 1.70], [0.12, 0.08, -2.67], [0.97, -0.60, -1.38], [0.28, 1.02, -1.11], [0.19, -0.89, 2.62], [-2.52, 0.51, -1.33], [-3.11, -0.97, -0.39], [0.41, -2.64, -0.57]], "nbo_charge": [-0.255, -0.217, -0.661, -0.394, -0.143, 0.004, 0.230, 0.226, 0.217, 0.231, 0.230, 0.199, 0.209, 0.125], "smiles": "C=C(C)S.C#C", "homo_lumo_gap_ev": 9.47, "mol_weight_g_mol": 100.2, "total_charge": 0}

Least stable: (2)